{"formula": "C27H64AsF6N4O13S3Sn", "method": "ωB97M-V/def2-TZVPD", "total_charge": 1, "fmax_ev_per_a": 4.3, "total_energy_ha": -6507.87225, "elements": ["Sn", "As", "F", "F", "F", "F", "F", "F", "C", "C", "C", "C", "C", "C", "N", "O", "C", "C", "C", "H", "H", "H", "H", "H", "H", "H", "H", "H", "H", "H", "H", "H", "H", "H", "H", "H", "H", "H", "O", "S", "O", "O", "C", "C", "C", "H", "H", "H", "H", "H", "H", "H", "H", "O", "S", "O", "O", "C", "C", "C", "H", "H", "H", "H", "H", "H", "H", "H", "O", "S", "O", "O", "C", "C", "C", "H", "H", "H", "H", "H", "H", "H", "H", "C", "O", "N", "C", "C", "H", "H", "H", "H", "H", "H", "H", "C", "O", "N", "C", "C", "H", "H", "H", "H", "H", "H", "H", "C", "O", "N", "C", "C", "H", "H", "H", "H", "H", "H", "H"], "coordinates": [[0.007, 4.132, -0.107], [1.102, -0.105, 0.554], [1.058, 3.234, 1.312], [-0.136, -0.137, 1.769], [1.155, -1.888, 0.459], [2.311, 0.097, -0.704], [2.361, -0.085, 1.744], [-0.119, 0.352, -0.630], [-2.431, -3.051, 0.707], [-3.719, -2.777, 1.496], [-4.447, -4.008, 1.841], [-3.810, -4.840, 2.962], [-3.675, -3.875, 4.188], [-2.969, -2.492, 3.947], [-3.534, -1.917, 2.712], [-2.822, -0.750, 2.316], [-3.380, -1.432, 4.989], [-1.431, -2.730, 3.960], [-4.544, -1.890, 0.599], [-2.576, -3.687, -0.145], [-1.689, -3.559, 1.279], [-2.047, -2.129, 0.322], [-5.464, -3.727, 2.183], [-4.500, -4.721, 1.007], [-2.845, -5.248, 2.648], [-4.424, -5.688, 3.191], [-3.151, -4.325, 5.070], [-4.726, -3.665, 4.462], [-3.144, -1.856, 5.963], [-2.830, -0.471, 4.696], [-4.498, -1.178, 4.892], [-1.121, -3.074, 4.941], [-1.228, -3.545, 3.225], [-0.878, -1.809, 3.694], [-4.818, -2.573, -0.262], [-3.906, -1.087, 0.247], [-5.440, -1.484, 1.068], [-1.878, -0.990, 2.190], [5.217, -0.040, -4.401], [5.883, -0.089, -3.168], [6.077, 1.110, -2.392], [4.999, -1.150, -2.298], [5.136, -1.136, -0.832], [5.972, -2.262, -0.441], [7.562, -0.742, -3.285], [4.177, -1.368, -0.427], [5.496, -0.124, -0.465], [7.033, -2.176, -0.641], [5.717, -3.217, -0.929], [5.913, -2.491, 0.589], [7.588, -1.654, -3.948], [7.825, -0.925, -2.263], [8.322, -0.005, -3.589], [0.458, -2.441, -4.069], [-0.146, -3.063, -2.930], [-1.032, -2.294, -2.095], [-1.054, -4.292, -3.407], [-0.811, -4.901, -4.739], [0.304, -5.897, -4.722], [1.147, -3.646, -1.856], [-0.531, -4.137, -5.430], [-1.746, -5.353, -5.017], [0.571, -6.246, -5.723], [0.058, -6.758, -4.105], [1.167, -5.333, -4.291], [0.855, -4.494, -1.168], [1.460, -2.798, -1.249], [1.979, -4.063, -2.417], [-1.325, 2.387, -0.889], [-2.687, 2.842, -0.623], [-2.904, 4.229, -0.246], [-3.647, 2.529, -1.883], [-3.693, 1.185, -2.411], [-4.494, 1.315, -3.693], [-3.213, 1.750, 0.749], [-4.108, 0.440, -1.690], [-2.627, 0.984, -2.538], [-4.350, 2.286, -4.069], [-5.564, 1.272, -3.474], [-4.244, 0.541, -4.427], [-3.211, 0.679, 0.538], [-4.188, 2.025, 1.083], [-2.403, 1.918, 1.455], [-2.119, 4.535, 3.708], [-1.034, 4.736, 3.192], [-2.456, 3.765, 4.809], [-3.745, 3.933, 5.359], [-1.402, 3.166, 5.625], [-2.999, 5.129, 3.361], [-4.311, 4.554, 4.640], [-3.717, 4.629, 6.250], [-4.271, 3.058, 5.692], [-1.790, 3.061, 6.638], [-1.330, 2.125, 5.256], [-0.486, 3.735, 5.494], [0.765, 2.481, -3.087], [0.787, 3.528, -2.381], [1.851, 2.077, -3.791], [1.749, 0.829, -4.724], [3.205, 2.626, -3.717], [-0.112, 1.822, -3.190], [0.936, 0.187, -4.342], [2.772, 0.393, -4.659], [1.462, 1.164, -5.719], [3.627, 2.668, -4.727], [3.313, 3.667, -3.423], [3.829, 2.023, -3.106], [3.226, 6.011, -0.040], [2.292, 5.538, -0.624], [4.262, 5.444, 0.553], [4.455, 3.999, 0.203], [5.274, 6.249, 1.229], [3.244, 7.142, 0.032], [3.486, 3.546, 0.322], [5.194, 3.515, 0.938], [4.837, 3.926, -0.842], [6.126, 6.308, 0.579], [4.819, 7.240, 1.326], [5.510, 5.776, 2.208]], "forces_ev_per_a": [[1.24, 1.79, -0.44], [0.35, -4.16, -0.94], [0.13, -1.06, -0.45], [1.03, 0.80, -0.70], [-0.40, 2.67, 0.08], [-1.21, 0.50, 1.21], [-1.20, 0.96, -0.84], [1.83, -0.53, 1.69], [-0.23, -0.18, 0.49], [1.10, 1.71, -0.15], [-0.99, -1.95, 1.00], [1.07, 1.93, 0.52], [-0.24, -0.02, 0.47], [-0.51, -0.16, -0.29], [0.41, -0.96, -0.72], [0.51, -0.07, 0.27], [-0.49, 0.66, -0.78], [-0.70, -0.13, -1.12], [-0.67, -1.21, -1.65], [-0.53, -0.24, -0.53], [0.66, -0.19, 0.57], [0.50, 0.48, -0.19], [0.31, -0.27, -0.34], [-0.34, 0.68, -0.30], [0.08, 0.13, -0.02], [-0.44, -0.37, 0.33], [-0.58, 0.14, -0.69], [0.46, 0.01, 0.24], [0.05, 0.64, 0.33], [-0.58, -1.34, 0.98], [1.66, -0.65, 0.25], [0.08, 0.08, 0.15], [0.24, 0.68, 0.62], [-0.07, -0.53, 0.19], [0.00, 1.12, 0.54], [-0.24, 0.04, -0.26], [0.04, -0.15, 0.07], [-0.69, -0.03, 0.08], [-0.65, -0.13, -1.65], [1.15, 0.24, 2.25], [-0.49, -0.20, -0.02], [0.93, 1.14, -0.18], [0.32, 1.29, -0.47], [1.83, -2.03, -0.41], [-0.34, -0.97, -0.90], [-0.99, 0.46, -0.13], [-0.50, -1.23, -0.58], [0.29, 0.42, -0.12], [-0.41, 0.47, -0.11], [-0.24, 0.08, 1.33], [0.00, 0.93, 0.90], [0.08, -0.65, 0.53], [-0.93, 0.09, -0.39], [0.18, -0.09, -0.18], [-1.07, 0.23, 0.64], [0.38, -0.20, -0.27], [0.88, -0.12, -0.39], [0.11, -0.02, 0.34], [0.87, 0.36, 0.87], [0.04, -1.71, 0.60], [-0.24, 0.78, -0.34], [-0.50, 0.07, 0.05], [-0.14, 0.19, 0.10], [0.16, -0.05, 0.12], [-0.25, -0.85, -0.39], [-0.31, 1.15, -0.74], [-0.09, -0.17, -0.41], [0.04, 0.32, -0.38], [-0.49, 0.47, -0.54], [-2.92, -0.71, 0.85], [0.38, -1.77, -0.81], [0.60, 1.24, 2.21], [0.75, -0.64, -0.01], [-0.51, -1.25, 0.73], [0.82, 0.28, -1.13], [0.15, 0.78, -0.38], [-0.18, -0.75, -0.54], [0.53, 1.12, -0.86], [0.07, -0.26, 0.02], [-0.01, 0.23, 0.20], [0.20, 0.31, -0.47], [-0.53, 0.48, 0.40], [-0.24, 0.17, 0.40], [-0.81, 0.70, 0.74], [-0.03, -0.91, 0.38], [1.64, 0.76, -1.44], [-0.96, 2.71, 1.00], [-1.06, -1.23, -0.90], [0.15, -0.52, -0.08], [-0.26, -0.82, 0.24], [0.17, -0.75, -0.49], [-0.10, -0.67, -0.34], [0.42, 0.46, 0.11], [0.71, 0.39, 0.27], [0.10, -0.18, 0.28], [2.26, 0.78, -0.26], [-0.25, -1.22, 0.01], [-1.56, -1.23, -0.48], [0.19, 1.48, 1.83], [-0.32, 1.13, -1.15], [0.13, 0.27, 0.05], [0.68, 0.01, -0.08], [-1.08, -0.10, -0.35], [0.39, -0.01, -0.07], [-0.11, -0.51, 0.07], [-0.79, 0.00, 0.57], [0.50, -0.61, 0.57], [0.78, 3.62, 1.11], [-1.67, -2.01, -1.07], [0.13, -1.85, -0.50], [1.52, 0.53, 1.09], [-0.88, -0.60, 0.07], [0.18, -0.71, 0.23], [-0.18, -0.43, -0.17], [-1.08, 0.81, -1.15], [-0.28, -0.15, 0.79], [0.78, 0.12, 0.02], [0.43, -0.14, 0.37], [-0.05, 0.58, -0.66]], "lowdin_charge": [1.50, 1.14, -0.53, -0.20, -0.23, -0.21, -0.19, -0.21, -0.02, -0.53, -0.16, -0.16, -0.11, -0.52, -0.08, -0.08, -0.04, -0.02, -0.03, 0.09, 0.06, 0.05, 0.14, 0.13, 0.10, 0.10, 0.13, 0.12, 0.08, 0.09, 0.11, 0.08, 0.08, 0.07, 0.12, 0.04, 0.10, 0.05, -0.26, 0.58, -0.31, -0.25, -0.26, -0.09, -0.10, 0.08, 0.14, 0.07, 0.10, 0.07, 0.10, 0.04, 0.08, -0.28, 0.57, -0.30, -0.24, -0.23, -0.07, -0.12, 0.10, 0.12, 0.09, 0.08, 0.08, 0.11, 0.03, 0.06, -0.50, 0.61, -0.32, -0.24, -0.23, -0.04, -0.06, 0.13, 0.11, 0.07, 0.09, 0.09, 0.04, 0.08, 0.07, -0.33, -0.02, -0.21, -0.09, -0.02, 0.14, 0.09, 0.11, 0.08, 0.09, 0.09, 0.09, -0.27, -0.17, -0.12, 0.03, -0.03, 0.13, 0.07, 0.08, 0.09, 0.10, 0.09, 0.05, -0.38, -0.09, -0.18, 0.00, -0.03, 0.15, 0.05, 0.12, 0.10, 0.08, 0.09, 0.11]}